(1)
C5H12NO | wB97M-V/def2-TZVPD

## Properties
orbital gap (alpha / beta)	9.98 / 5.81	eV
energy above the lowest of the compared OMol25 structures with the same formula, charge and spin	175.0	kJ/mol
E_tot	-8895.8479	eV
M	102.16	g/mol
total charge	+2
2S+1	2

Each line ends with the Löwdin spin population.
Geometry (Å):
O (1.970, 2.370, -1.017)  0.000
C (1.416, 1.441, -0.415)  0.000
C (0.616, 0.404, -1.191)  0.000
N (0.694, 0.707, -2.644)  0.000
H (1.448, 1.359, 0.679)  0.000
H (1.057, -0.558, -0.999)  0.000
H (-0.455, 0.423, -0.911)  0.000
H (-0.175, 0.417, -3.140)  0.000
H (0.832, 1.702, -2.736)  0.000
H (1.502, 0.227, -3.064)  0.000
C (-0.663, -1.615, 0.800)  0.059
C (-0.875, -0.445, 1.765)  0.403
C (-1.586, -0.379, 2.924)  0.455
H (0.421, -1.634, 0.572)  0.015
H (-0.822, -2.586, 1.308)  0.001
H (-1.222, -1.563, -0.145)  0.024
H (-0.422, 0.513, 1.446)  0.013
H (-1.593, 0.506, 3.568)  0.015
H (-2.143, -1.288, 3.200)  0.016

Force components x, y, z for each atom (eV/Å):
-1.6 -2.6 1.5
1.2 2.8 -1.8
-0.4 0.5 0.1
-0.5 -1.1 -0.2
0.2 -0.1 0.0
0.0 -0.5 -0.1
0.6 0.0 0.0
0.8 0.2 0.2
0.3 1.0 -0.3
-0.2 0.3 -0.2
0.6 -0.2 2.4
1.6 0.2 -3.9
-1.4 -1.2 2.2
-0.4 0.2 -0.1
-0.4 0.5 -0.4
-0.1 0.2 0.3
-0.3 -0.5 0.2
0.0 -0.3 -0.2
0.0 0.6 0.2


(2)
C5H12NO2 | wB97M-V/def2-TZVPD

## Properties
orbital gap	7.91	eV
energy above the lowest of the compared OMol25 structures with the same formula, charge and spin	121.6	kJ/mol
E_tot	-10965.7303	eV
M	118.16	g/mol
total charge	-1

Each line ends with the Löwdin charge.
Geometry (Å):
O (-0.563, 0.681, 1.760)  -0.079
C (0.214, 1.574, 1.384)  -0.787
O (0.769, 1.684, 0.253)  -0.127
C (0.657, 2.592, 2.462)  -0.064
H (1.425, 2.149, 3.096)  0.052
H (1.073, 3.484, 1.983)  0.048
H (-0.180, 2.893, 3.097)  0.049
C (-1.192, -0.433, -1.565)  -0.126
N (-0.399, -1.483, -0.977)  -0.326
C (-0.717, -2.778, -1.518)  -0.159
C (1.039, -1.227, -0.985)  -0.110
H (-2.244, -0.613, -1.334)  0.075
H (-1.075, -0.398, -2.672)  0.074
H (-0.894, 0.518, -1.127)  0.062
H (-0.102, -3.508, -0.976)  0.070
H (-1.761, -3.065, -1.372)  0.071
H (-0.474, -2.876, -2.595)  0.071
H (1.538, -2.061, -0.490)  0.068
H (1.260, -0.293, -0.425)  0.064
H (1.407, -1.133, -2.024)  0.073

Force components x, y, z for each atom (eV/Å):
-0.4 0.0 0.1
0.7 -0.2 -0.1
-0.3 0.3 0.3
-0.2 0.5 -0.3
0.0 -0.1 0.0
0.0 -0.1 0.1
0.0 -0.1 0.0
0.2 0.0 0.0
0.0 -0.3 0.2
0.6 -0.2 0.3
-0.5 0.5 0.3
-0.1 0.0 -0.1
0.0 0.1 0.1
0.0 0.1 0.0
-0.1 -0.1 -0.2
-0.1 0.3 0.0
-0.1 0.0 -0.1
0.1 0.0 -0.1
-0.3 -0.5 -0.4
0.2 0.0 0.0


(3)
C5H12NO2 | wB97M-V/def2-TZVPD

## Properties
orbital gap	5.69	eV
energy above the lowest of the compared OMol25 structures with the same formula, charge and spin	1082.3	kJ/mol
E_tot	-10955.7727	eV
M	118.16	g/mol
total charge	-1

Each line ends with the Löwdin charge.
Geometry (Å):
C (1.443, 1.193, -0.189)  -0.164
C (0.978, 0.916, -1.625)  -0.203
O (1.219, -0.751, -1.996)  -0.210
C (0.060, 1.519, 0.587)  -0.302
N (-1.061, 0.609, 0.294)  -0.072
C (-0.547, -0.948, 0.697)  -0.250
C (-1.686, -1.921, 1.111)  -0.560
O (-1.246, -2.967, 1.841)  -0.375
H (1.824, 0.302, 0.331)  0.104
H (2.038, 2.105, -0.193)  0.093
H (0.080, 1.538, -1.872)  0.136
H (1.802, 0.885, -2.368)  0.113
H (0.301, -0.090, -1.782)  0.043
H (-0.222, 2.530, 0.252)  0.087
H (0.076, 1.456, 1.708)  0.106
H (-0.780, -0.341, -0.366)  0.066
H (0.328, -1.495, 0.256)  0.119
H (0.025, -0.812, 1.641)  0.106
H (-2.085, -2.418, 0.162)  0.081
H (-2.548, -1.310, 1.511)  0.082

Force components x, y, z for each atom (eV/Å):
-3.1 -0.1 0.8
4.8 1.4 -0.3
-3.1 1.6 0.9
0.3 -1.0 -0.1
1.0 -2.8 -1.7
1.0 -1.1 5.0
-0.7 -1.6 -1.3
0.4 0.8 0.6
0.6 0.5 -0.7
0.5 -0.3 0.3
0.4 -1.1 -0.3
-0.7 2.0 0.5
-0.1 -3.8 -0.8
-0.3 -0.2 0.3
0.9 0.5 -0.7
-0.8 3.2 -1.4
-0.9 0.5 -1.2
-0.6 0.5 0.2
-0.1 1.1 0.0
0.6 -0.1 0.0


(4)
C5H12NO2 | wB97M-V/def2-TZVPD

## Properties
orbital gap	7.42	eV
energy above the lowest of the compared OMol25 structures with the same formula, charge and spin	428.1	kJ/mol
E_tot	-10962.5531	eV
M	118.16	g/mol
total charge	-1

Each line ends with the Löwdin charge.
Geometry (Å):
C (1.317, 0.272, 1.122)  -0.411
O (2.221, 0.177, 0.001)  -0.370
C (0.272, -0.844, 1.175)  -0.203
C (-1.348, -0.451, 1.182)  -0.144
C (-1.593, 0.407, -0.134)  -0.238
C (-1.028, -1.148, -2.061)  -0.063
N (-1.866, -0.508, -1.288)  -0.057
H (1.890, 0.420, 2.102)  0.096
H (0.650, 1.222, 0.978)  0.088
H (0.383, -1.490, 1.970)  0.048
H (0.577, -1.384, 0.315)  0.063
H (-1.380, 0.193, 2.111)  0.103
H (-1.892, -1.364, 1.301)  0.068
H (-0.797, 1.214, -0.232)  0.106
H (-2.636, 0.867, -0.060)  0.095
H (-1.297, -2.104, -2.506)  0.043
H (0.052, -0.951, -2.114)  0.064
H (2.357, 1.692, -2.026)  -0.044
H (2.069, 1.532, -0.508)  -0.016
O (2.048, 2.247, -1.328)  -0.226

Force components x, y, z for each atom (eV/Å):
0.4 2.0 -1.0
-1.7 0.0 2.4
-1.8 1.2 -1.0
4.3 1.8 -0.7
-1.6 0.1 -0.1
-0.3 1.7 2.9
1.5 -2.4 -0.8
-0.7 -0.3 -0.8
1.2 -0.8 0.6
0.5 -1.4 2.1
-0.4 -0.9 -1.1
-0.6 -0.5 -1.1
-0.7 -0.3 -0.2
-0.9 -1.2 -0.2
1.5 0.1 0.2
-0.8 0.4 -0.6
-0.1 0.3 0.2
0.3 -0.6 -0.6
0.5 -0.1 -1.6
-0.5 0.7 1.5